Entry w
This record from the Open Molecules 2025 dataset describes a molecular structure, C4H11INS. The level of theory is ωB97M-V with the def2-TZVPD basis set.

Geometry as XYZ:
```
18
Properties=species:S:1:pos:R:3:lowdin_charge:R:1
C 0.05 -1.77 1.71 -0.15
C 1.04 -1.43 0.62 -0.37
C -1.03 0.46 -1.44 -0.04
C 1.13 0.05 0.14 -1.13
N -1.00 1.96 -1.50 0.00
S 0.60 1.39 1.17 0.76
I 2.58 0.61 -1.18 0.99
H -0.19 -2.95 1.92 0.15
H 0.49 -1.43 2.69 0.09
H -0.95 -1.32 1.52 0.07
H 2.09 -1.58 1.00 0.12
H 0.93 -2.13 -0.22 0.11
H -2.07 0.16 -1.30 0.08
H -0.43 0.09 -2.19 0.01
H -0.69 2.35 -0.44 0.12
H -1.83 2.46 -1.87 0.16
H -0.30 2.37 -2.24 0.18
H -0.40 0.72 1.61 -0.14
```

Values from the calculation:
- frontier orbital gap (alpha / beta) (Eh) = 0.3219 / 0.2517
- charge = +1
- spin multiplicity = 1

***

Entry x
This record from the Open Molecules 2025 dataset describes a gas-phase ion, C4H11INS (charge +1). The level of theory is ωB97M-V with the def2-TZVPD basis set.

Geometry as XYZ:
```
18
Properties=species:S:1:pos:R:3:lowdin_charge:R:1
C 0.51 2.39 0.59 -0.03
C 0.00 -3.30 0.15 -0.45
C -0.37 1.09 0.38 -0.43
C 0.56 -0.22 0.51 -0.70
N -0.98 1.07 -0.99 0.11
S -0.99 -1.79 0.20 0.71
I 2.00 -0.25 -1.11 0.95
H -0.06 3.22 0.39 0.06
H 1.31 2.39 -0.12 0.03
H 0.92 2.42 1.51 0.06
H -0.12 -3.78 -0.87 0.06
H -0.46 -4.02 0.77 0.01
H 1.08 -2.91 0.30 0.04
H -1.20 1.08 1.08 0.14
H 0.95 -0.38 1.51 0.06
H -1.51 1.82 -1.44 0.18
H -1.45 0.18 -1.07 0.06
H -0.20 1.00 -1.79 0.13
```

Values from the calculation:
- frontier orbital gap (Eh) = 0.3242
- SMILES string = CS[C@@H](I)[C@@H](C)[NH3+]
- charge = +1
- spin multiplicity = 1

***

Referenced to the most stable arrangement, the calculated values in kJ/mol are entry w 235.6; entry x 0.0.

***

Entry w
This record from the Open Molecules 2025 dataset describes a molecular structure, C6H10OS. The level of theory is ωB97M-V with the def2-TZVPD basis set.

Geometry as XYZ:
```
18
Properties=species:S:1:pos:R:3:lowdin_charge:R:1
C 0.31 2.18 0.60 -0.16
C 0.43 0.70 0.28 -0.70
C 0.57 -0.44 1.26 -0.10
C 0.19 -1.64 0.20 -0.17
C -0.86 -1.12 -0.66 -0.53
C -0.35 0.30 -1.00 -0.50
H 0.81 2.40 1.76 0.12
H -1.07 2.30 0.65 0.17
H 0.96 3.01 -0.27 0.15
H -0.09 -0.31 2.04 0.08
H 1.61 -0.41 1.56 0.11
H -0.48 -2.49 0.77 0.16
H 0.98 -2.28 -0.34 0.13
H -1.78 -0.81 0.01 0.18
H -0.54 -1.39 -2.56 0.26
H -0.81 1.34 -1.14 0.10
O -1.31 -1.95 -1.74 -0.10
S 1.43 0.58 -1.42 0.78
```

Values from the calculation:
- frontier orbital gap (Eh) = 0.3440
- spin multiplicity = 1

***

Entry x
This record from the Open Molecules 2025 dataset describes a molecular structure, C6H10OS. The level of theory is ωB97M-V with the def2-TZVPD basis set.

Geometry as XYZ:
```
18
Properties=species:S:1:pos:R:3:lowdin_charge:R:1
C -0.29 -0.66 -2.08 -0.07
C -1.11 -0.17 -1.16 -0.07
C 0.91 -0.34 -1.31 -0.23
C 0.03 0.17 -0.22 -0.67
C -1.32 -0.45 1.81 -0.05
C 0.12 -0.45 1.15 -0.21
O 1.94 2.00 0.35 -0.44
S 0.25 2.06 -0.07 0.92
H -0.38 -1.28 -3.08 0.15
H -2.15 0.01 -1.01 0.10
H 1.57 -1.28 -1.18 0.15
H 1.53 0.46 -1.66 0.08
H -1.69 0.51 1.60 0.05
H -1.24 -0.73 2.79 0.05
H -1.88 -1.08 1.22 0.04
H 0.51 -1.58 1.16 0.16
H 0.81 0.06 1.65 0.04
H 2.38 2.77 0.02 0.01
```

Values from the calculation:
- frontier orbital gap (Eh) = 0.3322
- spin multiplicity = 1

***

Referenced to the most stable arrangement, the calculated values in kJ/mol are entry w 246.6; entry x 0.0.

***

Entry w
This record from the Open Molecules 2025 dataset describes C6H10OS in the gas phase. The level of theory is ωB97M-V with the def2-TZVPD basis set.

Geometry as XYZ:
```
18
Properties=species:S:1:pos:R:3:lowdin_charge:R:1
C 1.78 -1.05 1.51 -0.09
C 0.76 -0.58 0.49 -0.61
C 0.08 -1.59 -0.45 -0.18
C -1.01 -0.88 -1.20 -0.15
C -1.45 0.13 -0.11 -0.43
C -0.25 0.50 0.76 -0.52
H 2.62 -1.53 1.01 0.07
H 1.39 -1.87 2.09 0.07
H 2.26 -0.24 2.18 0.11
H -0.34 -2.33 0.27 0.14
H 0.77 -2.11 -1.09 0.11
H -1.71 -1.62 -1.56 0.12
H -0.54 -0.46 -2.08 0.11
H -2.17 -0.39 0.60 0.17
H -1.51 1.66 -1.30 0.11
H -0.53 0.96 1.76 0.14
O -2.14 1.23 -0.66 -0.05
S 1.09 1.18 -0.16 0.89
```

Values from the calculation:
- frontier orbital gap (Eh) = 0.3537
- SMILES string = C[C@@]12CC[C@H](O)[C@@H]1S2
- spin multiplicity = 1

***

Entry x
This record from the Open Molecules 2025 dataset describes C6H10OS in the gas phase. The level of theory is ωB97M-V with the def2-TZVPD basis set.

Geometry as XYZ:
```
18
Properties=species:S:1:pos:R:3:lowdin_charge:R:1
C -0.69 0.23 -1.19 -0.57
C -0.74 0.87 0.30 -0.31
C 0.70 1.13 0.66 -0.16
C 1.51 -0.29 0.71 -0.09
C -0.51 -1.09 -0.44 -0.40
C -1.26 -0.46 0.68 -0.15
H 1.26 -0.39 -2.13 -0.11
H -1.65 0.16 -1.62 0.08
H -1.50 1.72 0.37 0.16
H 0.71 1.42 1.81 0.15
H 1.18 1.87 -0.01 0.08
H 2.57 -0.14 0.26 0.13
H 1.45 -0.82 1.73 0.13
H -0.94 -1.99 -0.78 0.14
H -1.05 -1.04 1.71 0.17
H -2.34 -0.42 0.46 0.13
O 0.81 -1.41 -0.05 -0.17
S 0.49 0.68 -2.45 0.78
```

Values from the calculation:
- frontier orbital gap (Eh) = 0.3600
- SMILES string = S[C@@H]1[C@@H]2CCO[C@H]1C2
- spin multiplicity = 1

***

Referenced to the most stable arrangement, the calculated values in kJ/mol are entry w 0.0; entry x 171.6.